An isolated molecule of C22H26N4O4S, computed with ωB97M-V with the def2-TZVPD basis set.

Positions of all 57 atoms, in Å:
C -0.746 7.876 -2.314
H 0.212 7.676 -2.805
O -0.887 7.136 -1.128
C -0.875 5.764 -1.198
C -0.741 5.069 -2.395
C -0.741 3.688 -2.443
C -0.877 2.950 -1.273
C -1.005 3.638 -0.072
C -1.008 5.026 -0.005
O -1.153 5.511 1.260
C -1.107 6.892 1.534
H -0.157 7.335 1.228
H -1.927 7.430 1.054
H -1.209 6.967 2.617
H -1.116 3.097 0.853
C -0.886 1.493 -1.277
C -1.069 0.681 -2.362
S -1.016 -0.979 -1.918
C -0.746 -0.475 -0.264
N -0.711 0.815 -0.109
C -0.540 -1.364 0.830
C -0.185 -0.917 2.063
O -0.036 0.339 2.451
H -0.200 0.903 1.652
C 0.042 -2.078 2.981
N -0.193 -3.200 2.113
C -0.573 -2.833 0.853
N -0.896 -3.693 -0.030
H -1.183 -3.277 -0.909
C -0.032 -4.567 2.505
H -0.351 -5.146 1.636
C 1.406 -4.936 2.901
H 1.623 -4.560 3.903
C 2.475 -4.375 1.956
N 2.234 -4.630 0.564
C 2.098 -3.645 -0.349
O 2.165 -2.457 -0.114
C 1.863 -4.306 -1.696
H 2.382 -3.777 -2.493
C 2.339 -5.741 -1.486
H 1.789 -6.461 -2.088
H 3.400 -5.823 -1.730
C 2.126 -5.960 0.015
H 2.879 -6.618 0.459
H 1.131 -6.378 0.212
H 0.790 -4.269 -1.891
H 2.533 -3.287 2.044
H 3.448 -4.798 2.243
H 1.477 -6.024 2.934
H -0.699 -4.801 3.346
H 1.061 -2.060 3.385
H -0.657 -2.068 3.829
H -1.248 0.950 -3.382
H -0.622 3.195 -3.394
H -0.632 5.613 -3.319
H -1.564 7.678 -3.014
H -0.781 8.921 -2.008

Properties
Gap between HOMO and LUMO: 8.25 eV
HOMO energy: -7.55 eV
LUMO level: 0.7 eV
ΔE to the lowest compared entry with this formula, charge and spin: 58.6 kcal per mole
Calculated total energy: -1772.1233 hartree

Mulliken atomic charge list, values in e, 8 entries: -0.9626, 0.3598, -0.4549, 1.2144, -0.2986, -1.5069, 1.0993, -0.7685



An isolated molecule of C22H26N4O7S2, computed with ωB97M-V with the def2-TZVPD basis set.

Positions of all 61 atoms, in Å:
C -5.502 -2.048 2.702
H -6.459 -1.943 3.211
H -5.498 -2.982 2.131
H -4.698 -2.072 3.445
O -5.395 -0.926 1.859
C -4.277 -0.797 1.091
C -3.212 -1.689 1.066
C -2.127 -1.457 0.238
C -2.062 -0.328 -0.567
C -3.136 0.564 -0.545
C -4.225 0.327 0.267
H -5.056 1.013 0.282
H -3.129 1.448 -1.161
N -0.942 -0.135 -1.390
S 0.604 -0.447 -0.760
O 0.561 -0.156 0.645
O 1.493 0.297 -1.597
C 0.827 -2.171 -1.000
C 1.049 -3.146 -0.058
O 1.245 -4.304 -0.692
N 1.179 -4.113 -2.037
C 0.940 -2.848 -2.244
C 0.809 -2.251 -3.592
H 1.425 -1.356 -3.642
H -0.227 -1.970 -3.775
H 1.124 -2.970 -4.343
C 1.111 -3.109 1.416
H 0.414 -2.369 1.802
H 0.904 -4.096 1.823
H 2.111 -2.795 1.722
C -1.020 0.825 -2.465
H -0.133 0.678 -3.085
H -1.906 0.626 -3.074
C -1.015 2.308 -2.079
O -1.380 3.154 -2.871
N -0.576 2.607 -0.843
H -0.185 1.890 -0.250
C -0.342 4.000 -0.497
H 0.232 4.459 -1.309
H -1.308 4.515 -0.460
C 0.384 4.156 0.842
C 1.467 3.124 1.003
C 2.381 2.892 -0.022
C 3.202 1.781 0.013
C 3.130 0.933 1.099
C 2.326 1.211 2.184
C 1.493 2.314 2.133
H 0.811 2.507 2.948
H 2.313 0.524 3.014
S 3.827 -0.679 0.948
O 3.764 -1.379 2.205
O 3.265 -1.342 -0.196
N 5.447 -0.372 0.592
H 6.046 -0.599 1.369
H 5.738 -0.850 -0.245
H 3.851 1.535 -0.810
H 2.400 3.541 -0.884
H -0.329 4.049 1.661
H 0.801 5.165 0.889
H -1.321 -2.168 0.216
H -3.214 -2.578 1.677

Properties
Gap between HOMO and LUMO: 8.54 eV
HOMO energy: -8.12 eV
LUMO level: 0.4 eV
ΔE to the lowest compared entry with this formula, charge and spin: 7.4 kcal per mole
Calculated total energy: -2395.9702 hartree

Mulliken atomic charge list, values in e, 8 entries: -0.8305, 0.2438, 0.3277, 0.3273, -0.4747, 0.8078, -0.7248, -0.2633



A structure of composition C22H27AsBrMoN4O7S, computed with ωB97M-V with the def2-TZVPD basis set.

Positions of all 64 atoms, in Å:
Mo -0.100 0.494 0.722
O -1.564 4.406 2.808
As -0.577 3.459 1.698
O -1.168 3.713 0.195
O -0.540 1.850 2.237
C 1.165 4.080 2.248
C 1.267 5.245 2.995
C 2.497 5.661 3.483
C 3.637 4.917 3.228
C 3.554 3.752 2.482
C 2.322 3.328 2.003
S 2.329 1.824 1.047
O 1.272 2.003 0.002
O 3.673 1.647 0.588
O 1.806 0.688 1.865
H -2.420 4.523 2.379
H 0.374 5.819 3.200
H 2.561 6.572 4.064
H 4.598 5.241 3.604
H 4.436 3.168 2.258
O -2.241 0.645 1.119
N -3.316 0.233 0.473
C -3.686 0.888 -0.636
C -4.810 0.488 -1.327
C -5.558 -0.581 -0.864
C -5.162 -1.219 0.302
C -4.026 -0.795 0.956
H -3.037 1.713 -0.899
H -5.084 1.017 -2.228
H -6.437 -0.911 -1.400
H -5.718 -2.054 0.704
H -3.630 -1.232 1.859
C 1.175 -4.160 -0.211
N 1.546 -2.821 0.209
C 1.357 -2.544 1.619
C 1.784 -1.829 -0.692
N 1.431 -0.600 -0.492
N 2.395 -2.224 -1.863
C 2.384 -1.316 -2.995
C 3.560 -3.098 -1.817
H 0.173 -4.397 0.157
H 1.870 -4.904 0.190
H 1.162 -4.230 -1.294
H 1.818 -3.352 2.193
H 0.298 -2.499 1.892
H 1.826 -1.603 1.888
H 1.858 0.045 -1.145
H 3.125 -0.513 -2.894
H 1.393 -0.884 -3.116
H 2.622 -1.884 -3.894
H 3.625 -3.593 -0.854
H 4.476 -2.516 -1.964
H 3.502 -3.855 -2.601
Br -3.095 -3.217 -4.295
C -2.261 -2.200 -2.921
C -2.146 -2.737 -1.651
C -1.552 -1.973 -0.648
C -1.061 -0.684 -0.873
C -1.191 -0.195 -2.179
C -1.783 -0.931 -3.200
H -2.521 -3.732 -1.446
H -1.488 -2.415 0.344
H -0.819 0.799 -2.410
H -1.876 -0.522 -4.198

Properties
Gap between HOMO and LUMO (spin up / spin down): 6.68 / 6.28 eV
2S+1: 2
HOMO energy (spin up / spin down): -6.83 / -6.41 eV
LUMO level (spin up / spin down): -0.1 / -0.1 eV
Expectation value of S²: 0.7581
Calculated total energy: -6876.3301 hartree

Mulliken atomic charge list, values in e, 8 entries: 0.3904, -0.6607, 1.3190, -0.7411, -0.7428, -0.6256, -0.5855, -0.5191